{
  "formula": "C3H4CdO2",
  "method": "ωB97M-V with the def2-TZVPD basis set",
  "lumo_ev": [-13.3708, -13.3705],
  "charge": 2,
  "energy_ev": -11811.2516,
  "de_lowest_ev": 3.2447,
  "homo_lumo_gap_ha": [0.1526, 0.1527],
  "symbols": ["C", "C", "H", "H", "C", "O", "Cd", "H", "O", "H"],
  "xyz": [[1.5153, -0.8428, 0.8211], [0.7737, -1.0666, -0.2863], [1.0576, -1.8307, -1.0100], [-0.1055, -0.4527, -0.4780], [0.7140, -0.2552, 1.9074], [-0.1047, -0.9130, 2.5650], [-1.3507, -0.8180, 3.9751], [0.8584, 0.8185, 2.1032], [2.6527, -1.4850, 1.1018], [3.3908, -1.0955, 0.6138]]
}

***

{
  "formula": "C48H121BN11O19",
  "method": "ωB97M-V with the def2-TZVPD basis set",
  "lumo_ev": 1.9182,
  "charge": -1,
  "energy_ev": -107709.6001,
  "de_lowest_ev": 0.0000,
  "homo_lumo_gap_ha": 0.3009,
  "symbols": ["O", "C", "O", "B", "O", "C", "O", "O", "C", "O", "C", "O", "O", "C", "C", "C", "O", "C", "N", "H", "H", "H", "H", "H", "H", "H", "H", "H", "H", "H", "C", "C", "C", "O", "C", "N", "H", "H", "H", "H", "H", "H", "H", "H", "H", "H", "H", "C", "C", "C", "O", "C", "N", "H", "H", "H", "H", "H", "H", "H", "H", "H", "H", "H", "C", "C", "C", "O", "C", "N", "H", "H", "H", "H", "H", "H", "H", "H", "H", "H", "H", "C", "C", "C", "O", "C", "N", "H", "H", "H", "H", "H", "H", "H", "H", "H", "H", "H", "C", "C", "C", "O", "C", "N", "H", "H", "H", "H", "H", "H", "H", "H", "H", "H", "H", "C", "C", "C", "O", "C", "N", "H", "H", "H", "H", "H", "H", "H", "H", "H", "H", "H", "C", "C", "C", "O", "C", "N", "H", "H", "H", "H", "H", "H", "H", "H", "H", "H", "H", "C", "C", "C", "O", "C", "N", "H", "H", "H", "H", "H", "H", "H", "H", "H", "H", "H", "C", "C", "C", "O", "C", "N", "H", "H", "H", "H", "H", "H", "H", "H", "H", "H", "H", "C", "C", "C", "O", "C", "N", "H", "H", "H", "H", "H", "H", "H", "H", "H", "H", "H"],
  "xyz": [[-2.4680, 1.2674, 0.5425], [-1.3217, 1.0506, 0.2583], [-0.2200, 1.4370, 0.8432], [0.9886, 0.9347, -0.0066], [0.3881, 0.1623, -1.0865], [-0.9412, 0.1829, -1.0402], [-1.6544, -0.3421, -1.8273], [1.8979, 0.0773, 0.7365], [3.1525, 0.4966, 0.5649], [4.1254, -0.0576, 1.0227], [3.0896, 1.7324, -0.3007], [1.7880, 1.9793, -0.6526], [4.0322, 2.4120, -0.6879], [-3.9978, 4.9386, 0.0598], [-2.7210, 5.3172, 0.8367], [-2.9050, 5.0533, 2.3461], [-3.8026, 5.9468, 2.9836], [-3.9034, 5.6663, 4.3799], [-1.6173, 4.4959, 0.3804], [-4.9509, 4.9594, 0.6161], [-3.9685, 3.9300, -0.4559], [-4.2747, 5.6813, -0.6971], [-2.4562, 6.3647, 0.6849], [-1.9165, 5.0091, 2.8425], [-3.1952, 4.0102, 2.5743], [-4.7051, 6.3323, 4.7217], [-2.9715, 5.9468, 4.8536], [-4.0964, 4.6269, 4.5153], [-1.9527, 3.5256, 0.4775], [-1.5079, 4.6020, -0.6266], [-5.4427, -0.6907, 1.2046], [-5.8298, 0.6447, 0.6213], [-5.5733, 1.8948, 1.4748], [-6.4522, 1.9579, 2.5372], [-6.2224, 3.1479, 3.3093], [-5.2666, 0.7741, -0.6985], [-5.4664, -1.3353, 0.3601], [-6.1492, -1.0211, 1.9635], [-4.4399, -0.6092, 1.6580], [-6.9205, 0.6837, 0.5277], [-5.6150, 2.8281, 0.9266], [-4.5402, 1.9176, 1.8928], [-5.2029, 3.1609, 3.6714], [-6.9261, 3.1329, 4.1585], [-6.2993, 4.0458, 2.6675], [-5.6547, 1.5652, -1.2101], [-4.2472, 0.8515, -0.7349], [4.1279, 2.6292, 4.7900], [3.0120, 1.6299, 4.4670], [2.2421, 2.0470, 3.2605], [1.4940, 3.2479, 3.5127], [1.0683, 3.9010, 2.2964], [3.5136, 0.2826, 4.1607], [4.4763, 3.0954, 3.8106], [4.8866, 2.1424, 5.3112], [3.6839, 3.4218, 5.4011], [2.3254, 1.4968, 5.3330], [1.4856, 1.3111, 2.9116], [2.9567, 2.1922, 2.3902], [1.8122, 3.7379, 1.5144], [0.9222, 4.9649, 2.5870], [0.1706, 3.4448, 1.8955], [4.0674, 0.3070, 3.3283], [2.7185, -0.3566, 4.0000], [7.0795, 0.5432, -0.5389], [7.4753, -0.5304, 0.5277], [7.2284, 0.1418, 1.9413], [8.0136, 1.2001, 2.2995], [7.2689, 2.4429, 2.5845], [6.8147, -1.7991, 0.3157], [7.4614, 0.2936, -1.5018], [7.4239, 1.5447, -0.2448], [5.9669, 0.5197, -0.5447], [8.5534, -0.7601, 0.4779], [7.4064, -0.6990, 2.5991], [6.1870, 0.3622, 1.8816], [6.6854, 2.7801, 1.7632], [8.1106, 3.1760, 2.7899], [6.7277, 2.4108, 3.5250], [5.9029, -1.8674, -0.1455], [7.3037, -2.6512, 0.5059], [7.3337, -2.9788, -4.3074], [6.3568, -3.0692, -3.1608], [5.2820, -1.9246, -3.2980], [4.5900, -1.9792, -2.0363], [3.2795, -1.5815, -2.0694], [5.6969, -4.3687, -2.9466], [7.7820, -1.9782, -4.1838], [6.9132, -3.0132, -5.3423], [8.2136, -3.5998, -4.3257], [6.9920, -2.8130, -2.2991], [4.5156, -2.0285, -4.0998], [5.7242, -0.9664, -3.4952], [2.7696, -2.0832, -2.8966], [3.1179, -0.5086, -2.2228], [2.7349, -1.9090, -1.1652], [5.0388, -4.5779, -3.7184], [5.1280, -4.2301, -2.1225], [1.6421, -2.9303, 3.4370], [3.0323, -3.0310, 2.9046], [3.6774, -4.3291, 3.3718], [3.7469, -4.4537, 4.7536], [4.9715, -3.9560, 5.2972], [2.9643, -3.1194, 1.4055], [1.1279, -1.9884, 3.2500], [1.7580, -2.9777, 4.5429], [0.9662, -3.7535, 3.1629], [3.5415, -2.1261, 3.2803], [4.6496, -4.4575, 2.9460], [3.0934, -5.2017, 2.9997], [5.1180, -2.8849, 5.0136], [5.8278, -4.5931, 4.9789], [4.9948, -4.0411, 6.3771], [3.8337, -2.7464, 1.0485], [2.2241, -2.5223, 1.0806], [-3.3815, 5.7632, -4.6451], [-2.5126, 6.4173, -3.5802], [-1.2100, 5.6174, -3.5066], [-1.4855, 4.2827, -3.2809], [-0.3864, 3.4607, -3.4300], [-2.1209, 7.8316, -3.8295], [-4.4327, 6.0794, -4.6239], [-3.4578, 4.7032, -4.3390], [-2.8115, 5.7644, -5.5782], [-3.0188, 6.3899, -2.6145], [-0.6525, 6.1328, -2.6946], [-0.7435, 5.7032, -4.4884], [-0.7644, 2.4075, -3.3394], [0.3228, 3.5787, -2.6244], [0.1618, 3.6061, -4.4272], [-2.9468, 8.4301, -3.8654], [-1.6319, 7.8756, -4.7061], [-1.3718, -7.1582, -1.9644], [-0.5667, -5.8898, -1.9595], [-1.1262, -4.9425, -0.9175], [-0.3793, -3.7329, -1.0032], [-0.5507, -3.0477, 0.2706], [0.8656, -6.1675, -1.8574], [-1.0377, -7.7438, -2.8464], [-2.4199, -6.9093, -2.1357], [-1.3229, -7.7625, -1.0559], [-0.8281, -5.4639, -2.8990], [-1.0358, -5.3957, 0.0943], [-2.1614, -4.7134, -1.0906], [-0.1384, -3.6592, 1.0739], [-1.6632, -2.8559, 0.4391], [-0.0454, -2.0814, 0.1228], [0.9712, -6.7983, -1.1073], [1.3215, -5.3204, -1.5444], [-3.1486, 0.9259, 6.8022], [-3.7110, 1.0824, 5.3863], [-2.6393, 0.6509, 4.4555], [-2.4122, -0.7600, 4.6361], [-1.4215, -1.2751, 3.8195], [-4.9849, 0.3700, 5.2546], [-2.1670, 1.4803, 6.8975], [-3.0012, -0.0909, 7.0656], [-3.8258, 1.4094, 7.5448], [-3.8928, 2.1248, 5.1561], [-1.6827, 1.1931, 4.6439], [-2.9177, 0.8011, 3.3963], [-1.6497, -1.4569, 2.7521], [-1.1556, -2.2897, 4.1966], [-0.5867, -0.5525, 3.8352], [-4.8137, -0.6206, 5.4144], [-5.4062, 0.5729, 4.3655], [-6.3306, -0.7240, -4.7100], [-6.6952, -1.7360, -3.5851], [-5.4285, -2.4637, -3.0793], [-4.7579, -3.3346, -4.0831], [-3.6737, -4.0839, -3.5143], [-7.2648, -0.9920, -2.5276], [-5.6348, -1.1388, -5.4471], [-5.9300, 0.1750, -4.2779], [-7.2602, -0.3856, -5.2271], [-7.3701, -2.4457, -4.0547], [-5.7480, -3.0826, -2.2471], [-4.7526, -1.7059, -2.7521], [-3.9761, -4.8781, -2.7669], [-3.0503, -3.4305, -2.9220], [-3.0478, -4.5850, -4.2751], [-6.6070, -0.3511, -2.0456], [-7.6771, -1.5087, -1.7462], [0.6909, -0.2958, -5.4261], [-0.0255, -1.6117, -5.3426], [0.5671, -2.5898, -4.4087], [1.9232, -2.9182, -4.7746], [2.1762, -4.1550, -4.1045], [-1.4116, -1.4730, -4.9586], [1.7325, -0.3796, -5.4777], [0.4414, 0.3527, -4.6079], [0.4551, 0.1634, -6.3647], [-0.0616, -2.0528, -6.3365], [-0.0781, -3.4296, -4.3725], [0.6084, -2.1568, -3.4142], [3.1693, -4.5260, -4.3676], [1.4460, -4.8561, -4.4631], [2.0759, -3.9892, -3.0240], [-1.9105, -0.8428, -5.5056], [-1.4927, -1.1032, -4.0123]]
}

***

{
  "formula": "C41H34N11O4Zr",
  "method": "ωB97M-V with the def2-TZVPD basis set",
  "lumo_ev": -4.4578,
  "charge": 1,
  "energy_ev": -68927.9815,
  "de_lowest_ev": 1.0848,
  "homo_lumo_gap_ha": 0.1829,
  "symbols": ["Zr", "C", "C", "C", "C", "C", "C", "C", "N", "C", "N", "C", "C", "C", "C", "C", "C", "C", "N", "C", "C", "C", "C", "C", "C", "C", "H", "H", "H", "H", "H", "H", "H", "H", "H", "H", "H", "H", "H", "H", "H", "H", "H", "H", "H", "H", "H", "H", "O", "C", "O", "C", "C", "C", "N", "C", "C", "C", "O", "O", "H", "H", "H", "N", "C", "N", "C", "N", "C", "C", "N", "C", "C", "N", "H", "H", "H", "H", "H", "N", "C", "C", "C", "C", "C", "N", "C", "H", "H", "H", "H"],
  "xyz": [[0.2446, 0.0134, -0.1577], [-1.8875, -1.9699, 6.3362], [-1.8823, -3.2565, 5.5670], [-2.1638, -4.4659, 6.1855], [-2.2061, -5.6496, 5.4689], [-1.9974, -5.6340, 4.1013], [-1.7218, -4.4405, 3.4579], [-1.6296, -3.2604, 4.1886], [-1.3614, -2.0288, 3.5583], [-0.6447, -1.7482, 2.4313], [0.2587, -2.6843, 2.0788], [1.4615, -2.5934, 1.3331], [1.7021, -1.5378, 0.4485], [2.9940, -1.4767, -0.0991], [3.9484, -2.4484, 0.1535], [3.6384, -3.5240, 0.9699], [2.4027, -3.6073, 1.5908], [2.1090, -4.7498, 2.5231], [-0.8124, -0.5908, 1.8025], [-1.9671, 0.1160, 2.2824], [-3.2261, -0.4685, 2.1178], [-4.3702, 0.1421, 2.6019], [-4.2713, 1.3295, 3.3068], [-3.0263, 1.9068, 3.4928], [-1.8681, 1.3295, 2.9821], [-0.5406, 2.0029, 3.1518], [-2.0435, -2.1559, 7.3949], [-2.6983, -1.3245, 5.9905], [-0.9501, -1.4273, 6.2195], [-2.3552, -4.4761, 7.2479], [-2.4220, -6.5769, 5.9756], [-2.0593, -6.5448, 3.5291], [-1.6248, -4.4163, 2.3826], [-1.8726, -1.2522, 3.9580], [0.2817, -3.4633, 2.7292], [3.2743, -0.6330, -0.7277], [4.9337, -2.3715, -0.2796], [4.3744, -4.2938, 1.1476], [2.9562, -5.4305, 2.5417], [1.2331, -5.3141, 2.1991], [1.9475, -4.4020, 3.5466], [-3.2835, -1.4370, 1.6373], [-5.3268, -0.3342, 2.4555], [-5.1497, 1.7972, 3.7190], [-2.9412, 2.8300, 4.0439], [-0.6413, 2.9499, 3.6781], [-0.0945, 2.2027, 2.1695], [0.1453, 1.3712, 3.7179], [4.3636, 4.1408, 3.9286], [4.5184, 4.1338, 2.7197], [5.1548, 4.7655, 1.9007], [3.6004, 2.9843, 2.0349], [3.1340, 1.9312, 2.8102], [2.2417, 1.0323, 2.2563], [1.7614, 1.1743, 1.0141], [2.3022, 2.1293, 0.2357], [3.2298, 3.0489, 0.6995], [1.9177, 2.0451, -1.2328], [2.2262, 2.9094, -2.0209], [1.2790, 0.9577, -1.5281], [3.4681, 1.8559, 3.8329], [1.8794, 0.1643, 2.8019], [3.6571, 3.7862, 0.0372], [-4.1540, -1.1049, -1.2263], [-3.3971, -0.1275, -0.7101], [-2.1187, -0.3911, -0.9141], [-2.1511, -1.5826, -1.6167], [-3.3825, -2.0300, -1.7970], [-0.9618, -2.1343, -2.2076], [-0.9819, -3.2027, -3.1220], [0.0831, -3.5548, -3.7992], [1.1904, -2.8254, -3.6244], [1.2545, -1.8076, -2.6887], [0.1947, -1.4671, -1.9388], [-5.1597, -1.2055, -1.2454], [-3.8081, 0.7408, -0.2340], [-1.8863, -3.7659, -3.3076], [2.0319, -3.0753, -4.2563], [2.1581, -1.2323, -2.5411], [-5.0016, 3.6344, 1.2517], [-4.1033, 3.6645, 0.5430], [-2.9862, 3.5427, -0.3190], [-2.8267, 4.2541, -1.5087], [-1.7477, 3.9152, -2.3055], [-0.8935, 2.8894, -1.9175], [-1.0079, 2.2380, -0.7520], [-2.0304, 2.5842, 0.0256], [-3.5247, 5.0245, -1.7988], [-1.5663, 4.4352, -3.2315], [-0.0808, 2.5998, -2.5709], [-2.1274, 2.0730, 0.9738]]
}

***

{
  "formula": "CH7N2OP",
  "method": "ωB97M-V with the def2-TZVPD basis set",
  "lumo_ev": [1.0169, -2.9417],
  "multiplicity": 3,
  "energy_ev": -15463.7264,
  "de_lowest_ev": 0.5125,
  "homo_lumo_gap_ha": [0.2825, 0.2415],
  "symbols": ["C", "N", "N", "O", "P", "H", "H", "H", "H", "H", "H", "H"],
  "xyz": [[2.7616, 0.6302, -0.4568], [-3.1907, -1.3299, 1.2191], [1.3406, 0.5213, -0.2236], [-3.3578, -0.1270, -0.9996], [-2.9891, 0.1293, 0.3790], [3.1667, -0.3337, -0.1801], [3.0752, 0.9600, -1.4784], [3.2218, 1.5241, 0.1313], [-3.1386, -1.4147, 2.2023], [-2.7596, -2.1025, 0.7311], [0.8146, 0.0963, -1.0220], [1.0551, 1.4466, -0.3023]]
}